The ion C3H5OS with charge -1 at a distorted geometry, computed with ωB97M-V/def2-TZVPD.

Geometry as XYZ:
```
10
Properties=species:S:1:pos:R:3:forces:R:3:mulliken_charge:R:1
O -0.75892 1.60151 1.35915 0.134 0.211 0.120 -0.55
C -0.13414 1.27793 0.37339 -1.315 -0.272 -0.642 0.00
C -0.60302 0.14440 -0.53826 1.856 -1.158 0.513 -0.39
C 0.23358 -1.04330 0.08632 1.425 0.252 -0.034 -0.74
S 2.08313 -0.68763 0.01812 -0.389 0.081 -0.036 -0.70
H 0.81634 1.73868 0.09113 0.075 0.066 0.058 0.37
H -1.65637 -0.10065 -0.57741 -0.411 0.419 0.446 0.31
H -0.22437 0.26491 -1.55791 0.017 0.164 0.109 0.20
H 0.02850 -1.18417 1.15333 -0.492 0.119 -0.283 0.24
H 0.21526 -2.01167 -0.40787 -0.901 0.118 -0.251 0.25
```
Positions in Å, forces in eV/Å.

## Properties
**Total charge**: -1
**LUMO level**: 4.24 eV
**SMILES string**: O=CCC[S-]
**Frontier orbital gap**: 6.70 eV
**Highest occupied orbital energy**: -2.458 eV
**ΔE to the lowest compared entry with this formula, charge and spin**: 0.712 eV